1.
A 7-piece molecular cluster, C26H65INO9P overall, computed with wB97M-V/def2-TZVPD.

```
103
Properties=species:S:1:pos:R:3:forces:R:3:mulliken_charge:R:1
O 1.284 -2.727 -1.465 -1.0 0.4 -0.1 -0.026
C -0.788 0.194 -2.212 -0.2 0.3 -0.2 -0.916
C 4.887 -4.366 0.750 0.0 -0.1 -0.1 0.327
H 1.490 1.664 2.941 0.0 0.0 0.1 0.269
H 1.896 5.528 -0.345 0.0 0.0 0.0 0.318
C 4.521 4.986 3.819 -0.1 -0.1 0.0 -0.843
H -10.385 -2.386 -5.701 0.0 0.0 0.0 0.380
H 3.319 -4.531 -0.735 0.0 0.0 0.0 -0.035
H -8.541 0.589 -4.829 0.0 0.0 0.0 0.304
H 2.907 0.577 0.633 -0.1 -0.1 0.0 0.083
H -7.913 -2.094 -5.344 0.0 0.0 0.0 0.235
H -2.703 -4.381 -2.752 0.1 0.0 -0.1 0.380
H -10.010 -1.847 -4.056 0.0 0.0 0.0 0.316
H 2.858 -0.945 2.768 0.0 -0.1 -0.1 0.089
C 0.635 -3.857 -2.064 0.4 -0.4 0.1 -0.921
H 3.943 -0.700 -1.937 0.0 0.1 0.1 0.427
H -1.447 1.020 -1.925 -0.1 -0.1 -0.2 0.438
O -8.009 -0.205 -4.703 0.0 0.0 0.0 -0.474
H 5.000 -5.680 2.461 0.0 0.0 0.0 0.337
C 3.430 -0.210 0.083 0.4 -0.1 0.2 0.744
H 5.535 6.844 5.617 0.0 0.0 0.0 0.386
P 0.549 0.257 -0.986 0.7 0.2 -0.1 0.285
H 5.118 -6.514 0.903 0.0 0.0 0.0 0.402
H -0.232 5.876 2.742 0.0 0.0 0.0 0.438
H 5.610 5.032 3.769 0.0 0.0 0.0 0.417
H -0.439 5.127 0.365 0.0 0.0 0.0 0.253
C -8.557 -1.231 -5.529 0.0 0.0 -0.1 0.554
C 0.381 4.762 0.988 0.1 0.0 0.0 0.471
C -4.651 -0.983 -1.555 -0.1 0.1 0.0 0.870
C -9.979 -1.566 -5.108 0.0 0.0 0.1 -1.341
H 3.557 -5.903 1.464 0.0 0.0 0.0 0.345
H 3.348 -3.460 1.521 0.0 0.1 0.0 0.291
H 3.056 -1.207 4.501 0.0 0.1 0.0 0.452
N 1.868 -0.521 -1.829 0.1 -0.8 0.7 0.242
H -0.362 0.428 -3.190 -0.1 0.0 0.0 0.370
H -1.154 -2.726 -2.040 0.0 0.0 -0.1 -0.532
H -1.387 -0.715 -2.276 0.1 0.0 0.0 -0.053
O 4.826 -0.122 0.366 0.0 -0.1 0.2 -0.689
H 5.034 -0.833 0.987 0.0 0.1 -0.2 0.382
H -1.451 -5.462 -3.360 0.1 -0.1 0.1 0.429
H 2.223 5.853 4.638 -0.1 0.0 0.0 0.340
O 2.480 -2.214 -3.275 0.3 0.0 -0.4 -0.531
H 1.319 3.037 1.044 0.0 0.0 -0.1 0.213
C -5.853 -0.994 -2.482 0.1 -0.1 0.0 -1.492
O 4.300 -3.304 1.505 -0.1 0.2 0.0 -0.426
H -9.080 0.041 -7.188 0.0 0.0 0.0 0.355
H -1.638 -5.196 -1.603 0.0 0.0 -0.1 0.376
H 0.748 4.438 3.088 0.1 0.0 0.1 -0.040
C 4.449 6.747 5.622 0.0 0.0 0.1 -1.488
H 4.892 -5.149 -1.258 0.0 0.0 0.0 0.471
I -0.673 -2.797 -4.642 0.0 0.1 -0.1 0.120
H 1.604 1.459 5.410 0.0 -0.1 0.0 0.343
C 2.685 1.464 5.246 0.0 0.1 -0.1 -1.192
H 2.467 5.201 1.297 0.0 0.0 0.0 0.041
C 3.217 -0.078 -1.408 0.1 0.4 -0.6 -1.268
H -0.571 -0.247 1.046 0.1 -0.1 0.1 0.455
C 1.903 -1.846 -2.296 0.0 0.2 0.2 0.158
H 3.391 0.954 -1.725 -0.1 0.0 0.0 0.243
H -5.546 -1.162 -3.513 0.0 0.0 0.0 0.341
C -0.037 4.842 2.447 -0.1 -0.1 -0.1 -0.992
C -8.474 -0.849 -6.998 0.1 0.1 0.0 -1.356
H 3.154 0.892 6.047 0.0 0.0 0.0 0.429
C 4.398 -4.361 -0.689 0.0 0.1 0.0 -0.815
C -1.680 -4.725 -2.590 -0.1 0.1 0.0 -1.480
H -5.710 -1.528 0.242 0.0 0.0 0.0 0.370
H 4.082 6.980 6.621 0.0 0.0 0.0 0.355
H 1.498 -0.665 3.864 0.0 0.0 0.0 0.352
H 5.956 -4.150 0.770 0.0 0.0 0.0 0.299
H -5.569 0.218 0.000 0.0 0.0 0.0 0.379
C -0.732 -3.532 -2.639 -0.2 -0.1 0.4 0.820
C 1.628 5.587 0.710 0.0 0.0 0.0 -1.054
H -6.402 -0.055 -2.444 0.0 0.0 0.0 0.351
H 4.038 7.486 4.928 0.0 0.0 0.0 0.357
C -5.045 -0.733 -0.108 0.1 0.0 0.0 -1.430
O 2.449 1.675 2.836 -0.1 0.1 0.0 -0.216
H -0.944 4.260 2.617 0.0 0.0 0.0 0.304
O -3.905 -2.199 -1.668 0.1 0.0 0.0 -0.385
H 1.304 -4.349 -2.774 -0.1 0.1 0.0 0.442
H -6.540 -1.797 -2.197 0.0 0.0 0.0 0.332
H 1.480 6.636 0.974 0.0 0.0 0.0 0.423
C 3.017 0.879 3.884 0.0 0.0 0.1 0.368
O 0.565 3.411 0.568 -0.1 0.1 0.2 -0.304
H -10.625 -0.694 -5.247 0.0 0.0 0.0 0.350
O 2.592 5.228 5.271 0.1 -0.1 0.0 -0.534
H 4.603 -3.406 -1.173 0.0 0.0 0.0 0.211
H 0.473 -4.539 -1.224 0.1 0.1 0.0 0.365
H 0.737 -1.431 0.762 0.0 0.1 0.1 0.031
H 4.391 4.623 5.928 0.0 0.0 0.0 0.321
H -8.843 -1.652 -7.638 0.0 0.0 0.0 0.375
H 4.094 0.940 3.714 0.0 0.0 0.0 0.232
C 4.631 -5.697 1.436 0.0 0.0 0.0 -1.395
C 2.583 -0.571 3.752 -0.1 0.0 -0.1 -1.186
C 4.015 5.351 5.206 0.1 0.1 -0.1 0.416
H 4.117 5.682 3.078 0.0 0.0 0.0 0.230
H -3.952 -0.209 -1.877 0.0 0.0 0.0 0.074
H -4.482 -2.922 -1.399 0.0 0.0 0.0 0.259
H -0.818 -1.612 -0.056 0.1 0.0 0.0 0.228
H 3.065 -1.184 0.409 -0.2 -0.1 0.0 0.040
H -7.445 -0.626 -7.278 0.0 0.0 0.0 0.327
H 3.019 2.500 5.307 0.0 0.0 0.0 0.068
C -0.085 -0.885 0.303 -0.3 -0.1 0.1 -0.732
H 4.200 3.980 3.543 0.0 0.0 0.0 0.023
H -4.164 -0.719 0.534 0.0 0.0 0.0 0.324
```
Forces are in eV/Å.

**SMILES**: C[C@H](I)COC(=O)N(CCO)P(C)C.CC(C)O.CC(C)O.CC(C)O.CC(C)O.CC(C)O.CC(C)O
**Charge**: 0
**Maximum force**: 0.0212 hartree/bohr
**LUMO energy**: 0.5 eV
**2S+1**: 1

---

2.
C26H66F6FeN7O10S2 as an isolated structure, computed with wB97M-V/def2-TZVPD.

```
118
Properties=species:S:1:pos:R:3:forces:R:3:mulliken_charge:R:1
C 3.633 3.483 -1.311 0.6 1.8 -0.9 -1.809
H 5.367 -0.996 -2.695 0.4 0.3 -0.1 0.483
Fe 2.287 -0.351 -0.365 -1.7 -1.1 1.6 -0.198
O -2.058 1.234 0.734 0.6 0.5 -0.7 -0.458
F 0.368 0.351 3.105 0.1 -1.0 0.5 -0.122
C -6.404 4.507 -1.508 0.6 0.1 -0.3 -1.394
C 2.652 -4.768 3.732 1.4 -2.3 0.6 0.276
H 3.200 -1.577 -3.237 -0.3 0.5 -0.4 0.018
H 0.829 6.344 1.796 0.0 0.9 0.4 0.576
H 0.938 -4.163 2.700 -0.4 0.4 0.0 0.113
O -3.484 4.560 -2.049 -2.1 2.9 0.1 -0.462
C -0.470 7.737 -1.269 0.1 -0.4 0.5 -1.402
H 3.119 2.176 0.586 0.0 -0.5 0.9 0.351
H -0.587 0.967 -2.614 0.0 0.3 0.2 0.191
O 3.937 -6.606 2.822 -0.9 1.2 -0.3 -0.355
C 2.239 -2.021 -2.977 -1.2 0.6 -1.8 0.549
C 3.889 -7.740 2.015 0.4 -2.0 -0.7 -0.776
C -1.010 -5.562 -0.002 0.5 0.7 0.2 -0.530
F -2.811 -2.386 -0.253 1.9 1.0 -1.3 -0.178
H -4.407 -8.447 2.225 0.0 -0.8 0.0 0.282
H -2.433 2.959 -1.458 -0.2 -0.1 0.2 -0.093
C 0.429 1.196 -2.936 -0.9 1.4 -0.1 -0.800
H -1.095 -6.581 -0.379 -0.5 -0.2 0.4 0.459
H 3.560 -3.013 3.176 1.5 0.7 1.1 0.373
N 1.883 7.720 -0.343 -1.2 -0.2 0.5 -0.656
H 3.186 -2.753 -1.492 0.2 -0.2 1.0 0.238
H -6.933 6.832 -1.073 -0.1 0.1 -0.1 0.313
H -2.521 -5.650 2.871 -0.5 0.1 -0.1 0.423
C -0.095 1.496 2.650 -1.6 1.4 1.1 0.597
H -3.673 6.441 -0.846 1.1 -0.6 0.4 0.202
H -5.604 7.372 -0.310 -0.1 0.4 0.3 0.249
H 1.382 -2.908 3.876 0.0 -0.2 0.3 0.466
H 2.079 -6.924 3.658 0.0 0.2 0.5 0.503
C -4.206 5.803 -1.552 0.1 -1.6 0.4 -0.593
C 0.182 6.376 0.920 -0.2 0.9 -0.1 -0.137
O -1.793 -5.135 1.083 -1.0 0.3 -0.5 -0.035
H 3.394 -7.648 1.048 -0.5 0.6 0.1 0.306
H -4.231 -5.802 0.068 -0.1 0.0 -0.2 0.274
H 0.073 8.318 -2.015 -0.2 0.5 0.1 0.488
H -6.734 5.093 -2.366 -0.7 0.0 0.1 0.364
H 0.298 8.547 0.593 -0.7 -0.3 0.3 0.269
H 1.072 -0.674 -4.394 0.9 -0.7 -0.7 0.597
F -1.248 1.829 3.385 2.1 -0.3 -0.7 -0.250
H -3.235 3.816 -0.079 -0.6 -0.5 -0.2 0.171
H 4.933 1.332 -2.497 0.4 -0.1 0.1 0.467
H -0.707 6.812 -1.794 0.4 -0.6 0.4 0.261
H 1.961 -6.050 2.195 0.4 -0.1 -0.7 -0.016
H 2.749 4.107 -1.446 -0.1 0.0 0.8 0.447
C 1.327 -3.983 3.702 -0.4 -0.7 -0.9 -1.044
H -5.778 3.744 -1.970 -0.5 -0.6 0.5 0.327
H 3.047 -4.925 4.736 0.2 0.7 0.0 0.420
H -1.141 6.135 3.429 0.8 -0.4 -0.2 0.383
S -0.515 -1.341 0.826 -1.6 -1.9 1.0 -0.372
C -2.192 -6.138 1.954 0.3 -0.4 0.2 -0.838
C -3.228 -7.112 1.404 0.9 -0.1 1.3 0.738
C -4.450 -6.500 0.876 -1.2 1.1 -0.8 -1.469
H 1.707 2.221 -0.157 -1.4 0.2 0.4 0.063
F -0.979 -2.617 -1.545 -0.5 -0.4 0.5 -0.216
C 1.049 -1.037 -3.366 1.3 -0.4 -1.3 -1.001
C 2.595 -6.162 3.075 -0.2 0.1 0.2 -0.326
H 0.680 -4.531 4.386 -0.1 0.3 0.4 0.398
H 6.226 -0.813 -1.146 -0.3 1.2 0.3 0.337
O 4.144 -0.191 -1.324 0.7 0.8 0.2 0.309
H 5.311 1.377 -0.730 0.1 0.3 0.0 0.482
H 4.851 -8.159 1.721 0.6 0.8 0.5 0.303
H -1.464 8.142 -1.078 0.2 0.4 0.2 0.297
H -5.132 -7.275 0.525 0.0 0.0 -0.3 0.440
H -2.774 -7.713 0.616 0.2 -0.1 0.0 0.071
F -1.898 -0.695 -1.459 -0.5 -0.8 0.8 -0.155
N 0.359 -0.138 0.243 2.7 -4.1 -2.4 1.253
N -3.539 -8.012 2.504 -0.3 -1.0 0.0 -0.719
H -3.847 -7.544 3.345 0.3 0.7 0.2 0.270
H 0.548 5.466 0.446 -0.6 -0.4 -0.8 -0.313
H -1.248 -4.898 -0.833 0.4 0.0 0.0 0.106
F 0.914 2.357 2.889 -0.4 0.6 0.0 -0.239
N 2.575 1.707 -0.124 0.8 -0.3 -1.9 0.156
H 2.797 1.868 -2.309 -0.7 -0.2 0.5 -0.074
H 2.083 -3.221 -4.793 0.1 -0.4 0.1 0.399
N -6.269 6.612 -0.345 0.7 -0.5 0.0 -0.713
H 2.995 -3.745 2.044 0.2 -0.9 -2.0 0.159
H 1.262 -3.881 -3.310 -0.3 -0.2 -0.5 0.356
H -7.171 4.233 -0.784 -0.3 -0.6 -0.8 0.403
H 0.400 1.542 -3.969 0.1 -0.9 -0.6 0.486
H 3.452 -8.588 2.543 -0.5 0.0 0.2 0.337
H -1.560 4.612 2.393 0.9 -0.1 0.3 0.160
H -2.636 5.851 2.700 -0.2 0.5 -0.5 0.277
H 1.914 7.543 -1.337 0.5 0.3 -0.2 0.251
H -5.014 -5.946 1.625 0.2 0.1 0.2 0.314
O -1.485 -1.052 1.901 2.1 -0.5 -2.3 -0.533
H 2.984 -3.982 -3.380 0.2 -0.1 -0.6 0.410
H -4.268 6.524 -2.367 -0.8 -0.7 -0.7 0.369
H 1.576 -2.905 -1.414 -0.4 -0.2 1.3 0.005
C 3.306 2.076 -1.368 0.6 -2.0 -0.3 0.963
H -5.118 4.949 0.170 -0.2 -0.3 0.0 0.170
H 0.018 -1.390 -3.386 -0.1 -0.5 1.3 0.353
C -5.509 5.400 -0.743 1.4 1.8 -0.7 0.521
H -1.897 4.522 -0.810 0.6 0.0 0.0 -0.049
H -1.315 -6.712 2.255 0.3 -0.4 0.1 0.241
C 4.550 1.187 -1.487 -0.5 0.5 0.1 -1.064
C -1.665 -1.796 -0.713 0.1 0.4 1.1 0.498
H 4.195 3.749 -2.206 0.6 0.1 0.2 0.422
C -1.571 5.693 2.531 -0.8 0.7 -1.5 -0.780
C 0.430 7.636 0.010 -0.2 -1.2 0.1 0.295
C -2.768 3.916 -1.059 1.4 0.3 0.7 0.198
O 0.373 -2.463 1.100 -0.2 -0.2 -0.5 -0.388
H 1.954 8.712 -0.166 1.3 0.1 -0.7 0.323
C 5.257 -0.998 -1.611 1.1 -1.9 -1.4 -1.269
H 4.189 3.655 -0.389 0.0 0.7 -0.1 0.457
H -0.004 -5.418 0.393 0.7 -0.1 -0.8 -0.089
N 2.322 -2.231 -1.509 -0.6 0.1 -1.8 -0.194
H 5.221 -2.066 -1.395 -1.3 0.0 0.5 0.313
S -0.595 1.283 0.761 -3.8 6.4 2.5 -0.029
O -0.027 2.543 0.179 0.2 -1.4 -0.1 -0.783
N 3.497 -3.980 2.888 -2.0 1.4 0.6 -0.157
O -1.196 6.389 1.280 -0.2 -0.8 1.3 -0.284
O 1.285 0.133 -2.654 1.0 0.2 1.7 0.407
H 0.821 2.108 -2.486 -0.3 -0.3 0.8 0.069
C 2.140 -3.378 -3.716 -0.2 0.9 1.2 -1.454
```
Forces are in eV/Å.

**Charge**: +1
**Maximum force**: 0.1523 hartree/bohr
**LUMO energy (alpha / beta)**: -2.4 / -7.5 eV
**2S+1**: 9

---

Values for electronic energy, a.u., ordered as above
-2400.59184 -4824.35075
Values for molar mass, g/mol, ordered as above
693.68 870.82